Entry from the Open Molecules 2025 dataset: a molecular structure, C3H13N4P (ωB97M-V/def2-TZVPD).

Values from the calculation:
DFT total energy in hartree: -682.40728
Strongest force on any atom in hartree/bohr: 0.064
Kohn-Sham gap in eV: 9.2

Cartesian coordinates (Å):
1 P 0.402 -0.046 0.219
2 N -0.997 0.071 -0.796
3 N 0.667 1.558 0.593
4 N 0.500 -0.846 1.514
5 N 1.731 -0.526 -1.510
6 C -2.211 -0.338 -0.158
7 C 0.216 -2.184 1.967
8 C 0.576 2.502 -0.558
9 H 0.321 1.953 -1.574
10 H 1.179 -2.571 2.288
11 H -0.302 -2.793 1.239
12 H -2.301 0.291 0.819
13 H -2.926 0.042 -0.820
14 H 1.556 3.099 -0.648
15 H 2.581 0.143 -1.596
16 H -0.991 -0.276 -1.755
17 H 2.141 -1.405 -1.202
18 H 1.352 1.566 1.329
19 H -2.483 -1.412 0.048
20 H -0.475 -2.034 2.853
21 H -0.241 3.139 -0.367